1.
119
Properties=species:S:1:pos:R:3 method="wB97M-V/def2-TZVPD" s_squared=6.007 e_homo_ev="-5.608 / -5.628" spin_multiplicity=5 orbital_gap_ev="4.45 / 4.48" lumo_energy_ev="-1.153 / -1.153"
Fe 1.326 0.112 -0.087
Ba -3.540 -1.814 -2.712
C 4.280 2.146 2.415
C 3.427 1.467 3.486
C 3.438 2.342 4.721
C 2.360 1.974 5.754
C 0.999 1.916 5.058
C 0.932 1.043 3.803
N 2.069 1.349 2.954
O 2.029 0.520 1.848
C -0.309 1.483 3.069
C 0.828 -0.402 4.229
C 4.143 0.136 3.821
H 5.323 2.209 2.754
H 3.937 3.162 2.191
H 4.329 1.604 1.471
H 3.221 3.405 4.549
H 4.420 2.305 5.207
H 2.335 2.731 6.540
H 2.591 1.014 6.231
H 0.592 2.917 4.885
H 0.316 1.510 5.822
H -0.321 2.508 2.691
H -1.192 1.371 3.716
H -0.550 0.877 2.189
H 0.789 -1.042 3.339
H -0.102 -0.609 4.768
H 1.672 -0.752 4.820
H 5.142 0.346 4.201
H 4.065 -0.504 2.951
H 3.644 -0.381 4.649
P -0.927 -0.611 -1.234
O -0.729 0.075 0.112
O -1.905 0.131 -2.186
O -1.421 -2.087 -1.165
O 0.510 -0.573 -1.837
C -0.870 3.101 -4.020
O -1.255 2.795 -2.688
H -1.696 2.976 -4.729
H -0.520 4.130 -4.083
H -0.034 2.460 -4.327
H -1.404 1.828 -2.621
C 2.476 3.916 -1.811
C 2.270 2.402 -1.620
C 3.571 1.774 -1.140
O 3.370 0.437 -0.740
C 4.505 -0.405 -0.825
N 1.245 2.179 -0.563
H 2.708 4.373 -0.841
H 1.529 4.368 -2.113
H 3.281 4.201 -2.490
H 1.992 1.976 -2.586
H 3.939 2.412 -0.320
H 4.360 1.883 -1.895
H 4.269 -1.358 -0.353
H 5.273 -0.037 -0.126
H 4.861 -0.520 -1.846
H 0.384 2.650 -0.852
H 1.532 2.698 0.273
C 0.057 -0.736 -5.162
C -0.378 -2.190 -5.136
O -1.005 -2.541 -3.916
O 1.249 -0.474 -4.439
H -0.735 -0.100 -4.727
H 0.215 -0.368 -6.178
H 0.542 -2.764 -5.307
H -1.075 -2.392 -5.947
H -0.480 -2.185 -3.174
H 1.050 -0.482 -3.474
C -4.629 1.137 -3.943
C -5.854 0.385 -4.349
O -6.062 -0.735 -3.453
O -3.408 0.470 -4.311
H -4.623 1.457 -2.892
H -4.664 2.098 -4.474
H -5.671 -0.023 -5.354
H -6.754 0.985 -4.474
H -6.851 -1.204 -3.745
H -2.776 0.678 -3.589
C -2.725 -1.159 2.751
C -1.779 -2.256 2.363
O -2.376 -3.059 1.373
O -2.983 -0.261 1.709
H -2.328 -0.610 3.622
H -3.625 -1.674 3.107
H -1.411 -2.844 3.207
H -0.868 -1.791 1.951
H -2.036 -2.820 0.500
H -2.164 -0.102 1.200
C 2.496 -2.752 1.502
C 1.835 -3.912 2.174
O 1.709 -5.053 1.330
O 1.658 -2.000 0.609
H 3.359 -3.135 0.939
H 2.892 -2.056 2.236
H 0.818 -3.677 2.527
H 2.344 -4.137 3.112
H 1.011 -4.872 0.683
H 1.076 -2.642 0.176
C -1.038 -5.407 -1.457
C -2.446 -5.417 -0.910
O -3.282 -6.258 -1.714
O -0.229 -4.507 -0.751
H -1.084 -5.197 -2.535
H -0.625 -6.413 -1.367
H -2.907 -4.410 -0.886
H -2.539 -5.783 0.113
H -3.823 -6.803 -1.142
H -0.492 -3.587 -0.982
C -3.281 3.968 0.038
C -3.251 2.533 0.552
O -3.460 1.632 -0.524
O -1.975 4.443 -0.375
H -3.606 4.665 0.813
H -3.901 4.068 -0.861
H -4.042 2.430 1.291
H -2.251 2.430 0.981
H -2.595 1.352 -0.847
H -1.728 3.944 -1.171

---

2.
95
Properties=species:S:1:pos:R:3 method="wB97M-V/def2-TZVPD" s_squared=0.756 e_homo_ev="-16.231 / -16.262" spin_multiplicity=2 orbital_gap_ev="6.05 / 5.94" relative_energy_kcal_mol=58.4 charge=+3 lumo_energy_ev="-10.182 / -10.321"
Ir -0.878 0.250 1.383
C -3.701 1.290 1.087
N -2.714 1.078 2.179
C -3.264 0.087 3.148
C -2.359 2.327 2.893
C -1.592 3.217 1.967
N -0.498 2.472 1.270
C 0.823 2.741 1.924
C -0.425 2.958 -0.123
H -4.617 1.718 1.498
H -3.925 0.333 0.626
H -3.305 1.961 0.329
H -4.210 0.456 3.554
H -2.563 -0.057 3.965
H -3.440 -0.854 2.640
H -1.769 2.059 3.760
H -3.264 2.831 3.242
H -1.174 4.058 2.522
H -2.249 3.633 1.205
H 1.072 3.795 1.787
H 1.587 2.120 1.462
H 0.773 2.519 2.981
H -0.336 4.047 -0.117
H -1.318 2.674 -0.678
H 0.448 2.546 -0.595
O -0.975 -3.093 2.319
S 0.414 -2.711 2.404
O 1.346 -3.289 1.502
N 0.450 -1.010 2.291
C 0.319 -0.503 3.534
O -0.166 0.645 3.559
C 0.679 -1.406 4.616
C 0.876 -1.145 5.959
C 1.311 -2.198 6.760
C 1.542 -3.462 6.223
C 1.315 -3.738 4.874
C 0.878 -2.689 4.100
H 0.724 -0.153 6.364
H 1.489 -2.028 7.813
H 1.909 -4.252 6.864
H 1.472 -4.728 4.467
C 0.869 -2.974 -3.188
C 0.701 -1.874 -4.231
C -0.694 -1.254 -4.259
C -1.040 -0.374 -3.054
N -0.037 0.682 -2.858
C 0.898 0.738 -1.892
Se 0.997 -0.289 -0.320
N 1.791 1.692 -2.208
C 3.045 1.980 -1.485
C 4.127 0.956 -1.796
C 5.419 1.256 -1.038
C 5.242 1.278 0.482
C 1.420 2.275 -3.409
C 2.016 3.288 -4.170
C 1.372 3.636 -5.330
C 0.162 3.017 -5.727
C -0.419 2.021 -4.984
C 0.248 1.649 -3.810
H 1.854 -3.434 -3.260
H 0.130 -3.764 -3.347
H 0.759 -2.601 -2.167
H 0.899 -2.295 -5.217
H 1.458 -1.094 -4.090
H -1.444 -2.050 -4.304
H -0.808 -0.664 -5.168
H -1.087 -0.937 -2.126
H -2.005 0.113 -3.210
H 2.822 1.991 -0.420
H 3.363 2.979 -1.781
H 4.315 0.952 -2.873
H 3.763 -0.038 -1.518
H 5.837 2.206 -1.381
H 6.148 0.492 -1.307
H 4.753 2.194 0.826
H 6.209 1.237 0.981
H 4.653 0.421 0.823
H 2.934 3.774 -3.869
H 1.801 4.400 -5.964
H -0.313 3.338 -6.643
H -1.346 1.558 -5.293
C -3.774 -3.118 1.434
As -2.603 -2.544 0.043
C -3.820 -2.149 -1.370
C -1.461 -3.858 -0.730
O -1.815 -1.007 0.248
H -4.244 -4.029 1.059
H -4.541 -2.359 1.570
H -3.247 -3.337 2.357
H -4.380 -3.060 -1.589
H -3.281 -1.839 -2.261
H -4.516 -1.368 -1.067
H -1.947 -4.829 -0.619
H -0.485 -3.880 -0.265
H -1.381 -3.607 -1.784

---

3.
34
Properties=species:S:1:pos:R:3 method="wB97M-V/def2-TZVPD" s_squared=0.758 e_homo_ev="-14.669 / -14.669" spin_multiplicity=2 orbital_gap_ev="5.20 / 5.19" relative_energy_kcal_mol=8.4 charge=+2 lumo_energy_ev="-9.471 / -9.480"
Re 8.073 9.679 9.921
Cl 8.767 14.069 15.652
C 8.366 13.038 14.305
C 9.394 12.591 13.438
C 9.048 11.854 12.315
Cl 10.307 11.341 11.181
C 7.708 11.752 11.920
O 7.422 11.220 10.692
C 6.742 12.270 12.736
Cl 5.101 12.225 12.149
C 7.062 12.884 13.966
H 10.462 12.670 13.670
H 6.283 13.187 14.626
S 4.115 10.862 7.622
As 5.741 9.497 7.456
S 7.564 10.931 7.718
S 6.218 8.511 9.406
S 5.498 8.444 5.750
Te 8.444 7.996 11.805
C 6.607 7.484 12.671
C 6.591 6.221 13.306
C 5.501 5.819 14.113
C 4.461 6.747 14.272
C 4.501 7.968 13.599
C 5.539 8.388 12.762
H 7.366 5.479 13.148
H 5.608 4.816 14.536
H 3.633 6.477 14.900
H 3.605 8.607 13.648
H 5.457 9.314 12.211
Cl 9.800 8.682 8.570
Ge 9.260 9.964 6.787
Cl 10.874 11.259 6.767
Cl 9.090 8.719 5.091

---

4.
14
Properties=species:S:1:pos:R:3 method="wB97M-V/def2-TZVPD" e_homo_ev=-10.339 orbital_gap_ev=11.20 relative_energy_kcal_mol=20.6 lumo_energy_ev=0.857 smiles="O=CO.CCO"
C 0.494 1.429 1.249
O 0.315 0.226 0.509
C -0.114 2.617 0.535
H 0.090 1.302 2.259
H 1.563 1.612 1.411
H 1.166 -0.178 0.333
H -1.188 2.656 0.695
H 0.288 3.527 0.984
H 0.120 2.582 -0.521
O 0.378 -3.154 -0.553
C -0.350 -3.519 -1.424
O -1.255 -2.718 -2.023
H -0.394 -4.530 -1.847
H -1.112 -1.850 -1.607

---

5.
88
Properties=species:S:1:pos:R:3 method="wB97M-V/def2-TZVPD" e_homo_ev=-8.327 orbital_gap_ev=8.61 lumo_energy_ev=0.288 smiles="C#C[C@](Br)(O[C@](I)(CCCF)C[C@H](C)Cl)[C@@](CC=C)(CCF)N(S)Cc1ccccc1C.ClCCCl.ClCCCl.ClCCCl"
C -3.975 2.276 2.470
C -3.032 2.035 1.723
C -1.650 1.601 1.053
Br -1.126 3.229 0.035
O -1.933 0.423 0.363
C -2.248 0.353 -1.014
I -3.882 1.572 -1.766
C -2.738 -1.190 -1.197
C -4.256 -1.489 -0.942
C -4.824 -1.048 0.486
F -4.385 -1.921 1.526
C -0.886 0.377 -1.850
C -0.907 0.863 -3.345
C -0.928 2.434 -3.583
Cl -2.077 -0.056 -4.452
C -0.505 1.258 2.164
C 0.117 2.601 2.820
C -0.915 3.600 3.450
C -1.181 4.886 3.021
C -1.044 0.472 3.433
C -2.144 -0.641 3.252
F -1.946 -1.601 4.327
N 0.547 0.566 1.370
S 0.540 -1.166 1.459
C 1.960 0.930 1.691
C 3.024 -0.048 1.007
C 3.149 -0.081 -0.504
C 4.162 -0.968 -1.183
C 5.043 -1.869 -0.375
C 4.951 -1.853 1.115
C 3.958 -0.927 1.765
C 3.967 -0.945 3.363
H -4.997 2.585 2.819
H -2.143 -1.793 -0.429
H -2.446 -1.613 -2.197
H -4.348 -2.632 -0.907
H -4.966 -1.206 -1.787
H -5.952 -1.211 0.407
H -4.692 0.048 0.705
H -0.466 -0.687 -1.872
H -0.055 0.966 -1.332
H 0.107 0.544 -3.765
H 0.158 2.779 -3.496
H -1.503 3.024 -2.821
H -1.264 2.688 -4.628
H 0.746 3.216 2.123
H 0.729 2.219 3.707
H -1.480 3.254 4.372
H -2.235 5.276 3.171
H -0.397 5.559 2.558
H -1.443 1.143 4.263
H -0.143 -0.033 3.925
H -3.167 -0.190 3.464
H -2.115 -1.222 2.293
H 0.722 -1.563 0.134
H 2.274 1.957 1.304
H 2.181 0.838 2.806
H 2.494 0.585 -1.138
H 4.257 -0.956 -2.303
H 5.778 -2.539 -0.897
H 5.616 -2.527 1.738
H 2.953 -1.163 3.802
H 4.222 0.129 3.658
H 4.795 -1.609 3.744
Cl 5.232 -3.661 -3.337
C 3.907 -4.563 -2.556
C 3.757 -5.959 -3.121
Cl 3.153 -5.945 -4.797
H 2.991 -3.983 -2.670
H 4.146 -4.617 -1.493
H 3.032 -6.520 -2.528
H 4.702 -6.501 -3.106
Cl -0.264 6.913 -0.109
C 1.353 7.532 0.312
C 2.457 6.609 -0.158
Cl 2.483 5.076 0.751
H 1.387 7.681 1.391
H 1.454 8.505 -0.170
H 3.426 7.085 -0.004
H 2.358 6.373 -1.218
Cl -2.717 -5.728 -4.861
C -3.043 -6.113 -3.152
C -3.043 -4.878 -2.279
Cl -1.417 -4.170 -2.115
H -2.299 -6.838 -2.821
H -4.023 -6.591 -3.118
H -3.379 -5.136 -1.273
H -3.709 -4.109 -2.673

---

6.
16
Properties=species:S:1:pos:R:3 method="wB97M-V/def2-TZVPD" e_homo_ev=-14.245 orbital_gap_ev=10.78 relative_energy_kcal_mol=17.2 charge=+1 lumo_energy_ev=-3.466
C -2.724 0.004 -0.686
C -1.317 0.289 -0.242
C -0.291 0.809 -0.955
N 0.877 0.559 -0.275
C 0.590 -0.160 0.805
N -0.733 -0.313 0.900
H -2.952 0.357 -1.684
H -3.532 0.342 -0.028
H -2.808 -1.085 -0.615
H -0.405 1.422 -1.833
H 1.793 0.312 -0.655
H 1.310 -0.561 1.498
H -1.210 -0.546 1.759
H 4.471 -0.822 0.708
H 3.304 -0.009 0.986
O 3.628 -0.598 0.315

---

7.
70
Properties=species:S:1:pos:R:3 method="wB97M-V/def2-TZVPD" s_squared=3.760 e_homo_ev="-16.401 / -18.317" spin_multiplicity=4 orbital_gap_ev="4.99 / 4.59" charge=+4 lumo_energy_ev="-11.407 / -13.730"
P -3.584 -2.365 1.300
C -3.236 -0.826 2.248
H -3.570 -0.852 3.290
H -3.736 0.009 1.746
H -2.163 -0.603 2.241
C -5.237 -2.922 1.876
H -5.528 -3.871 1.386
H -6.019 -2.207 1.559
H -5.354 -3.067 2.960
C -2.345 -3.479 2.099
H -2.646 -3.803 3.101
H -1.369 -2.983 2.166
H -2.219 -4.359 1.457
P 5.055 -1.144 0.818
C 5.272 0.238 1.995
H 6.259 0.140 2.469
H 4.444 0.162 2.724
H 5.159 1.171 1.414
C 5.539 -2.721 1.597
H 5.322 -3.514 0.851
H 4.878 -2.865 2.476
H 6.607 -2.667 1.863
C 6.163 -0.825 -0.608
H 7.206 -0.910 -0.259
H 5.924 0.185 -1.000
H 5.925 -1.575 -1.391
P -1.973 2.667 -2.575
C -1.567 4.307 -1.887
H -1.599 5.119 -2.637
H -0.553 4.280 -1.455
H -2.259 4.590 -1.079
C -0.763 1.751 -3.572
H -0.607 2.181 -4.576
H -1.058 0.693 -3.701
H 0.202 1.753 -3.046
C -3.661 2.124 -2.953
H -4.105 2.665 -3.798
H -4.295 2.270 -2.066
H -3.657 1.048 -3.192
Tc 0.612 -1.365 -1.346
C 0.689 -1.265 0.647
O 0.711 -1.248 1.816
C 1.855 0.262 -1.462
O 2.513 1.232 -1.471
C 1.468 -2.061 -3.089
C 0.071 -2.109 -3.181
C -0.652 -2.777 -2.180
C 0.034 -3.373 -1.111
C 1.426 -3.239 -0.998
C 2.155 -2.563 -1.976
H 2.009 -1.587 -3.884
H -0.456 -1.611 -3.977
H -1.725 -2.760 -2.194
H -0.524 -3.835 -0.305
H 1.949 -3.661 -0.160
H 3.236 -2.571 -1.918
C -2.299 3.409 2.792
N -2.457 2.937 1.428
C -1.485 2.495 0.632
S -1.915 1.463 -0.735
N -0.178 2.695 0.897
C 0.353 3.831 1.655
H -1.654 2.745 3.380
H -3.285 3.431 3.257
H -1.888 4.422 2.795
H -3.396 2.668 1.116
H 0.444 2.293 0.195
H 0.311 3.623 2.730
H 1.403 3.958 1.374
H -0.173 4.770 1.434

---

Copy entry 5 word for word.
88
Properties=species:S:1:pos:R:3 method="wB97M-V/def2-TZVPD" e_homo_ev=-8.327 orbital_gap_ev=8.61 lumo_energy_ev=0.288 smiles="C#C[C@](Br)(O[C@](I)(CCCF)C[C@H](C)Cl)[C@@](CC=C)(CCF)N(S)Cc1ccccc1C.ClCCCl.ClCCCl.ClCCCl"
C -3.975 2.276 2.470
C -3.032 2.035 1.723
C -1.650 1.601 1.053
Br -1.126 3.229 0.035
O -1.933 0.423 0.363
C -2.248 0.353 -1.014
I -3.882 1.572 -1.766
C -2.738 -1.190 -1.197
C -4.256 -1.489 -0.942
C -4.824 -1.048 0.486
F -4.385 -1.921 1.526
C -0.886 0.377 -1.850
C -0.907 0.863 -3.345
C -0.928 2.434 -3.583
Cl -2.077 -0.056 -4.452
C -0.505 1.258 2.164
C 0.117 2.601 2.820
C -0.915 3.600 3.450
C -1.181 4.886 3.021
C -1.044 0.472 3.433
C -2.144 -0.641 3.252
F -1.946 -1.601 4.327
N 0.547 0.566 1.370
S 0.540 -1.166 1.459
C 1.960 0.930 1.691
C 3.024 -0.048 1.007
C 3.149 -0.081 -0.504
C 4.162 -0.968 -1.183
C 5.043 -1.869 -0.375
C 4.951 -1.853 1.115
C 3.958 -0.927 1.765
C 3.967 -0.945 3.363
H -4.997 2.585 2.819
H -2.143 -1.793 -0.429
H -2.446 -1.613 -2.197
H -4.348 -2.632 -0.907
H -4.966 -1.206 -1.787
H -5.952 -1.211 0.407
H -4.692 0.048 0.705
H -0.466 -0.687 -1.872
H -0.055 0.966 -1.332
H 0.107 0.544 -3.765
H 0.158 2.779 -3.496
H -1.503 3.024 -2.821
H -1.264 2.688 -4.628
H 0.746 3.216 2.123
H 0.729 2.219 3.707
H -1.480 3.254 4.372
H -2.235 5.276 3.171
H -0.397 5.559 2.558
H -1.443 1.143 4.263
H -0.143 -0.033 3.925
H -3.167 -0.190 3.464
H -2.115 -1.222 2.293
H 0.722 -1.563 0.134
H 2.274 1.957 1.304
H 2.181 0.838 2.806
H 2.494 0.585 -1.138
H 4.257 -0.956 -2.303
H 5.778 -2.539 -0.897
H 5.616 -2.527 1.738
H 2.953 -1.163 3.802
H 4.222 0.129 3.658
H 4.795 -1.609 3.744
Cl 5.232 -3.661 -3.337
C 3.907 -4.563 -2.556
C 3.757 -5.959 -3.121
Cl 3.153 -5.945 -4.797
H 2.991 -3.983 -2.670
H 4.146 -4.617 -1.493
H 3.032 -6.520 -2.528
H 4.702 -6.501 -3.106
Cl -0.264 6.913 -0.109
C 1.353 7.532 0.312
C 2.457 6.609 -0.158
Cl 2.483 5.076 0.751
H 1.387 7.681 1.391
H 1.454 8.505 -0.170
H 3.426 7.085 -0.004
H 2.358 6.373 -1.218
Cl -2.717 -5.728 -4.861
C -3.043 -6.113 -3.152
C -3.043 -4.878 -2.279
Cl -1.417 -4.170 -2.115
H -2.299 -6.838 -2.821
H -4.023 -6.591 -3.118
H -3.379 -5.136 -1.273
H -3.709 -4.109 -2.673